Computed, not measured: a structure of composition C24H36BrFeN8O2PS in a non-equilibrium geometry, with wB97M-V/def2-TZVPD.

The geometry in ORCA input format:
```
! wB97M-V def2-TZVPD RIJCOSX def2/J DEFGRID3
* xyz 1 2
Fe -0.07 -0.25 0.55
C 5.17 -1.46 -0.10
N 4.11 -2.42 -0.41
C 3.81 -2.35 -1.84
N 3.47 -1.01 -2.30
C 4.56 -0.09 -1.94
N 4.84 -0.10 -0.50
C 3.78 0.49 0.30
P 2.22 -0.51 0.12
C 2.94 -2.19 0.42
C 2.21 -0.54 -1.74
H 6.07 -1.77 -0.64
H 5.38 -1.48 0.97
H 2.99 -3.03 -2.06
H 4.70 -2.68 -2.38
H 4.30 0.92 -2.26
H 5.46 -0.41 -2.46
H 3.59 1.52 -0.01
H 4.08 0.50 1.35
H 2.17 -2.95 0.24
H 3.21 -2.27 1.48
H 2.01 0.48 -2.09
H 1.39 -1.16 -2.09
C -5.28 2.96 -0.04
C -5.10 1.91 1.04
N -4.16 0.84 0.68
C -4.71 -0.29 -0.08
C -4.52 -0.18 -1.59
C -2.84 0.93 0.91
C -2.35 2.12 1.67
N -2.00 0.02 0.48
H -5.91 3.77 0.33
H -5.76 2.55 -0.93
H -4.32 3.39 -0.35
H -6.05 1.44 1.26
H -4.76 2.37 1.96
H -5.77 -0.35 0.16
H -4.26 -1.21 0.29
H -5.07 0.66 -2.00
H -4.87 -1.08 -2.08
H -3.47 -0.04 -1.86
H -2.77 2.13 2.68
H -2.63 3.04 1.17
H -1.27 2.09 1.76
H -2.43 -0.69 -0.10
S 0.06 4.08 -0.62
C 0.14 2.49 -0.51
N 0.20 1.31 -0.42
C -1.37 -5.42 1.17
N -1.00 -4.28 0.32
C -0.43 -4.34 -0.93
C -0.23 -3.06 -1.31
N -0.66 -2.20 -0.31
C -1.13 -2.99 0.64
H -1.11 -6.34 0.65
H -2.43 -5.41 1.38
H -0.81 -5.37 2.11
H -0.22 -5.28 -1.42
H 0.14 -2.70 -2.26
H -1.56 -2.66 1.57
Br 0.05 1.69 7.68
C 0.57 0.27 6.55
C 1.23 -0.83 7.09
C 1.60 -1.88 6.26
C 1.31 -1.83 4.91
C 0.66 -0.72 4.38
C 0.29 0.33 5.20
C 0.37 -0.66 2.93
O 0.51 -1.66 2.17
O -0.07 0.40 2.40
H 1.45 -0.85 8.15
H 2.10 -2.74 6.69
H 1.59 -2.65 4.25
H -0.22 1.19 4.78
*
```

Output
Maximum force, eV/A: 1.23
HOMO-LUMO gap (spin up / spin down), eV: 7.297 / 7.400
DFT total energy, hartree: -6101.76378
⟨S²⟩: 1.1556
Molecular weight, g/mol: 667.4
HOMO energy (spin up / spin down), eV: -10.84 / -10.82